w.
14
Properties=species:S:1:pos:R:3 method="wB97M-V/def2-TZVPD" multiplicity=1 total_charge=+1 gap_ev=10.580
C 1.977 0.184 -0.360
C -1.920 -0.154 0.068
C 1.372 -0.849 0.114
N -2.645 -1.240 0.101
N -1.276 0.853 -0.021
O 1.784 1.360 0.416
O -0.748 1.964 -0.104
H 2.400 0.032 -1.388
H 1.232 -1.869 -0.279
H 1.004 -0.674 1.124
H -2.853 -1.904 -0.690
H -3.312 -1.449 0.840
H 2.636 1.784 0.358
H 0.348 1.962 -0.179

x.
14
Properties=species:S:1:pos:R:3 method="wB97M-V/def2-TZVPD" multiplicity=1 total_charge=+1 gap_ev=10.980 smiles="[NH3+][C@@H]1NC(=O)CO1"
N 1.612 -0.615 -0.451
C 0.522 0.113 0.737
N -0.573 -0.688 0.801
C -1.606 -0.204 0.029
O -2.566 -0.816 -0.316
C -1.085 1.173 -0.282
O 0.157 1.283 0.279
H 2.617 -0.526 -0.268
H 1.461 -0.184 -1.479
H 1.508 -1.617 -0.369
H 1.274 0.156 1.553
H -0.436 -1.570 1.122
H -1.178 1.369 -1.340
H -1.708 2.126 -0.016

x wins, 91.3 kcal/mol ahead of the next structure.